# 1
This record from the OMol25 dataset describes a molecular structure, C4H16FO4V. The level of theory is ωB97M-V with the def2-TZVPD basis set.

CARTESIAN COORDINATES (ANGSTROEM)
V -1.9784 0.4472 1.2593
F -0.7389 -0.4889 0.0439
C -2.2437 2.0731 -1.3916
O -2.1714 2.1797 0.0792
H -3.1872 2.4824 -1.7428
H -1.4218 2.6311 -1.8316
H -2.1644 1.0253 -1.6566
H -2.4880 3.0558 0.3317
C 0.1846 -3.1736 -1.6327
O 0.5321 -2.7551 -0.3671
H 0.9086 -3.9179 -1.9735
H -0.7808 -3.7395 -1.5096
H 0.0101 -2.3513 -2.3276
H 0.1869 -1.8368 -0.1589
C 2.4699 -0.3631 -1.3533
O 2.0276 -0.4531 -0.0020
H 3.4471 -0.8440 -1.4059
H 1.8045 -0.8784 -2.0453
H 2.6220 0.6853 -1.6222
H 1.0706 -0.4025 0.0758
C 0.3979 0.8937 3.5289
O -0.2919 1.2370 2.2790
H -0.1398 0.0844 4.0072
H 1.4177 0.5876 3.3012
H 0.4408 1.7653 4.1775
H 0.0859 2.0561 1.9371

The LUMO energy (alpha / beta) comes out at -7.93 / -11.38 eV. Its energy relative to the best compared isomer or geometry (same formula, charge and spin) is 0.0 kJ/mol. As for the spin multiplicity: 5. As for the net charge: +2. Its frontier orbital gap (alpha / beta) is 9.7 / 5.3 eV. For the HOMO energy (alpha / beta), the calculation gives -17.591 / -16.689 eV. The value obtained for the max |F| is 1.546 eV/A.



# 2
This record from the OMol25 dataset describes a molecular structure, C8H8O3. The level of theory is ωB97M-V with the def2-TZVPD basis set.

CARTESIAN COORDINATES (ANGSTROEM)
C 2.9508 0.4557 0.3050
C 1.9829 -0.5853 -0.0821
C 0.3967 -0.4170 -0.0802
C -0.4044 -1.5452 0.0163
C -1.7050 -1.3894 0.0212
C -2.3948 -0.1408 -0.0719
C -1.5474 0.9634 -0.1580
C -0.1534 0.9130 -0.1717
H 2.5557 1.1472 1.4148
H 4.0826 0.0142 0.3517
H 3.0400 1.2398 -0.3523
H 0.4028 -2.5777 -0.1651
H -2.5148 -2.2824 0.1573
H -4.1979 -1.0411 -0.0899
H -1.9668 1.9027 0.1721
H 0.1862 2.9733 -0.5690
O 2.3133 -1.6924 -0.4260
O -3.6426 0.0316 0.0046
O 0.6160 2.0304 -0.2769

The LUMO energy comes out at 0.20 eV. Its energy relative to the best compared isomer or geometry (same formula, charge and spin) is 487.2 kJ/mol. As for the net charge: 0. Its frontier orbital gap is 8.5 eV. For the HOMO energy, the calculation gives -8.268 eV. The value obtained for the max |F| is 8.075 eV/A.



# 3
This record from the OMol25 dataset describes C4H10N2O in the gas phase. The level of theory is ωB97M-V with the def2-TZVPD basis set.

CARTESIAN COORDINATES (ANGSTROEM)
O -2.7391 1.0996 0.7915
C -1.6077 1.4829 0.8918
C -0.3785 0.6541 0.5996
C -0.6831 -0.3187 -0.5677
C 0.5482 -1.2266 -0.9443
N 1.0492 -1.9882 0.2059
N 0.6123 1.6386 0.1488
H -1.4265 2.5640 1.0466
H -0.0482 -0.0857 1.3299
H -1.3971 -1.0687 -0.2125
H -1.0676 0.2434 -1.4275
H 0.3015 -1.8406 -1.8022
H 1.3967 -0.5576 -1.1441
H 0.9298 -1.6479 1.1403
H 2.0335 -2.1259 0.0405
H 1.4663 1.9260 0.6056
H 1.0102 1.2514 -0.7023

The LUMO energy comes out at 0.83 eV. As for the structure (SMILES): NCC[C@@H](N)C=O. Its energy relative to the best compared isomer or geometry (same formula, charge and spin) is 242.1 kJ/mol. As for the net charge: 0. Its frontier orbital gap is 10.2 eV. For the HOMO energy, the calculation gives -9.369 eV. The value obtained for the max |F| is 2.865 eV/A.



# 4
This record from the OMol25 dataset describes 2 unconnected molecules or ions with the total composition CH5NP2. The level of theory is ωB97M-V with the def2-TZVPD basis set.

CARTESIAN COORDINATES (ANGSTROEM)
C 1.8312 0.1985 0.1845
N -2.2892 0.2229 -0.0456
P -1.5479 -1.1594 0.0881
P -2.7600 1.6568 0.0049
H 0.6342 0.0996 0.0956
H 2.2008 0.6618 1.1725
H 2.2490 -0.8333 0.0292
H -2.4394 -1.7396 -0.9291
H 2.1214 0.8929 -0.6001

The LUMO energy comes out at -0.81 eV. Its energy relative to the best compared isomer or geometry (same formula, charge and spin) is 117.2 kJ/mol. As for the net charge: 0. Its frontier orbital gap is 6.6 eV. For the HOMO energy, the calculation gives -7.373 eV. The value obtained for the max |F| is 2.993 eV/A.



# 5
This record from the OMol25 dataset describes a molecular structure, C32H30N4PPd. The level of theory is ωB97M-V with the def2-TZVPD basis set.

CARTESIAN COORDINATES (ANGSTROEM)
Pd -0.3168 -1.4201 -0.0652
N -0.7592 1.0933 0.5156
P 1.9899 -0.6738 -0.1318
C 1.7752 0.0671 -1.7496
C 0.9459 -0.6282 -2.6569
C 0.6958 -0.1050 -3.9083
C 1.2434 1.1221 -4.2679
C 2.0608 1.8129 -3.3792
C 2.3321 1.2976 -2.1262
C 3.2381 0.2243 0.8083
C 4.5526 0.2260 0.3249
C 5.5294 0.8931 1.0376
C 5.2108 1.5213 2.2352
C 3.9080 1.5080 2.7200
C 2.9238 0.8299 2.0280
C -2.8968 1.6631 1.1099
C -4.0291 2.1367 1.7311
C -5.2216 1.4323 1.5789
C -5.2341 0.2737 0.8071
C -4.0681 -0.1756 0.2220
N -2.9261 0.5102 0.3908
H 0.0617 1.3846 -0.0152
H 0.5528 -1.6178 -2.3808
H 0.0896 -0.6534 -4.6154
H 1.0486 1.5282 -5.2472
H 2.4997 2.7552 -3.6696
H 2.9730 1.8351 -1.4406
H 4.7969 -0.2912 -0.5910
H 6.5439 0.9000 0.6690
H 5.9910 1.9952 2.8102
H 3.6712 2.0092 3.6466
H 1.9140 0.7810 2.4157
H -3.9930 3.0457 2.3094
H -6.1250 1.7912 2.0485
H -6.1535 -0.2718 0.6584
H -4.0257 -1.0732 -0.3809
C -0.9134 4.9878 1.7523
C -0.8323 3.9667 2.7393
C -1.0621 2.6753 2.4235
C -1.4979 2.2511 1.0531
C -1.6541 0.2870 -0.2402
C -1.7033 0.6033 -1.6931
C -1.4961 1.8848 -2.1201
C -1.3813 3.0832 -1.3653
C -1.3977 3.3528 -0.0014
C -1.1740 4.6777 0.4401
H -0.7064 6.0099 2.0335
H -0.5686 4.2450 3.7486
H -0.9899 1.8943 3.1633
H -1.9886 -0.1599 -2.4057
H -1.4742 2.0337 -3.1900
H -1.2845 3.9675 -1.9817
H -1.1535 5.4630 -0.3026
C -1.7265 -6.9888 -0.0041
C -0.8481 -5.8148 0.0528
C 0.5333 -5.7541 0.2477
C 0.8758 -4.4017 0.2458
N -0.2293 -3.6599 0.0661
N -1.2607 -4.5351 -0.0555
C 2.2434 -3.8606 0.4197
H -1.1326 -7.8953 -0.1003
H -2.4360 -6.9369 -0.8300
H -2.3118 -7.0761 0.9161
H 1.1977 -6.5845 0.3713
H -2.2148 -4.2313 -0.2079
H 2.9242 -4.6792 0.6397
H 2.2816 -3.1496 1.2483
H 2.5846 -3.3789 -0.5015

The LUMO energy (alpha / beta) comes out at -10.37 / -11.88 eV. Its energy relative to the best compared isomer or geometry (same formula, charge and spin) is 217.9 kJ/mol. As for the spin multiplicity: 5. As for the net charge: +3. Its frontier orbital gap (alpha / beta) is 5.1 / 4.3 eV. For the HOMO energy (alpha / beta), the calculation gives -15.462 / -16.219 eV. The value obtained for the max |F| is 1.491 eV/A.



# 6
This record from the OMol25 dataset describes C16H23F3N2O2S in the gas phase. The level of theory is ωB97M-V with the def2-TZVPD basis set.

CARTESIAN COORDINATES (ANGSTROEM)
C -0.4573 -1.7980 -0.4351
N -1.5250 -0.8723 -0.1131
C -1.1596 0.3578 0.5601
H -2.0646 0.9762 0.5228
C -0.0430 1.1849 -0.1261
N 1.2683 0.7239 0.2455
S 2.4279 0.5730 -0.8743
O 3.5352 -0.1257 -0.3114
O 1.8381 0.1067 -2.0912
C 3.0532 2.2736 -1.3383
C 3.2452 3.1658 -0.1515
F 2.0713 3.5660 0.3739
F 3.9095 4.2951 -0.4528
F 3.9223 2.5861 0.8435
H 2.3386 2.7102 -2.0301
H 4.0059 2.0979 -1.8310
C 1.5683 0.7520 1.6558
H 1.4552 1.7723 2.0456
C 0.6127 -0.1899 2.3814
C -0.8402 0.1600 2.0559
H -1.4980 -0.6190 2.4416
H -1.0842 1.0940 2.5681
H 0.8402 -1.2149 2.0948
H 0.7710 -0.1018 3.4577
H 2.6029 0.4308 1.7716
H -0.1583 2.2420 0.1514
H -0.1189 1.0871 -1.2097
C -2.4461 -0.6625 -1.2186
H -2.2980 0.3137 -1.7030
C -3.9044 -0.7745 -0.7363
C -4.1736 -2.1688 -0.2527
C -4.6112 -3.1502 -1.1329
C -4.8075 -4.4497 -0.7008
C -4.5619 -4.7864 0.6194
C -4.1230 -3.8156 1.5035
C -3.9315 -2.5162 1.0694
H -3.5900 -1.7595 1.7593
H -3.9304 -4.0731 2.5352
H -4.7130 -5.8012 0.9574
H -5.1510 -5.2023 -1.3959
H -4.8020 -2.8932 -2.1658
H -4.0738 -0.0599 0.0703
H -4.5675 -0.5264 -1.5670
H -2.2752 -1.4309 -1.9740
H 0.1199 -2.0159 0.4571
H 0.2250 -1.4339 -1.2128
H -0.9127 -2.7300 -0.7706

The LUMO energy comes out at 0.63 eV. As for the structure (SMILES): CN(CCc1ccccc1)[C@H]1CCCN(S(=O)(=O)CC(F)(F)F)C1. Its energy relative to the best compared isomer or geometry (same formula, charge and spin) is 6.5 kJ/mol. As for the net charge: 0. Its frontier orbital gap is 8.9 eV. For the HOMO energy, the calculation gives -8.250 eV. The value obtained for the max |F| is 1.111 eV/A.